Here is a molecular structure, C21H43N2P3SY from the Open Molecules 2025 dataset. Energies are from ωB97M-V/def2-TZVPD.

Computed properties:
ΔE to the lowest compared entry with this formula, charge and spin (kJ/mol): 0.0
Lowest unoccupied orbital energy (eV): -9.66
Total charge: +3
Largest force on an atom (eV/A): 3.228

Element x y z (Å)
Y: -0.426 -0.030 -0.173
P: 1.096 1.180 2.111
P: -0.165 2.516 -1.149
P: 0.371 -2.158 1.528
H: -0.578 -2.679 -5.401
C: -1.031 -3.190 -4.547
C: -2.274 -2.755 -4.156
H: -2.517 -1.716 -3.995
C: 2.924 1.266 1.768
C: 0.862 2.969 2.539
C: 1.300 0.709 3.902
C: -0.934 2.707 -2.784
C: -0.656 4.053 -0.314
C: 1.598 2.834 -1.507
C: -0.024 -3.830 0.892
C: -0.429 -2.405 3.183
C: 2.128 -2.491 1.946
H: -0.619 -4.233 -4.505
H: -3.110 -3.482 -4.058
H: 3.399 1.818 2.606
H: 3.100 1.790 0.816
H: 3.333 0.244 1.704
H: 1.333 3.164 3.520
H: -0.215 3.180 2.605
H: 1.326 3.619 1.780
H: 1.907 1.508 4.368
H: 1.823 -0.249 4.030
H: 0.322 0.658 4.403
H: -0.776 3.746 -3.096
H: -2.009 2.498 -2.708
H: -0.494 2.015 -3.509
H: 0.066 4.833 -0.579
H: -0.683 3.946 0.774
H: -1.655 4.332 -0.659
H: 1.623 3.628 -2.266
H: 2.103 1.940 -1.900
H: 2.125 3.175 -0.607
H: 0.486 -4.598 1.492
H: 0.292 -3.891 -0.174
H: -1.107 -3.993 0.902
H: -0.044 -3.337 3.632
H: -1.515 -2.497 3.034
H: -0.237 -1.562 3.860
H: 2.236 -3.561 2.179
H: 2.480 -1.909 2.804
H: 2.757 -2.259 1.079
C: 0.656 -2.029 -2.372
C: 2.075 -2.014 -2.151
C: 2.885 -1.197 -2.938
C: 2.300 -0.399 -3.925
C: 0.918 -0.246 -3.983
C: 0.083 -0.920 -3.057
S: -0.118 -3.684 -2.215
H: 0.933 -4.507 -2.548
H: 2.475 -2.694 -1.381
H: 3.979 -1.227 -2.835
H: 2.909 0.069 -4.706
H: 0.454 0.382 -4.753
H: -0.995 -0.816 -3.120
C: -2.341 0.942 3.755
C: -2.784 0.909 2.348
N: -2.130 0.518 1.228
C: -3.043 0.677 0.159
C: -4.230 1.150 0.666
N: -4.030 1.291 2.032
H: -1.684 1.800 3.975
H: -1.865 0.010 4.063
H: -3.261 1.074 4.356
H: -2.808 0.424 -0.884
H: -5.176 1.382 0.175
H: -4.694 1.601 2.743

Here is a molecular structure, C15H36O9P2S2TeV from the Open Molecules 2025 dataset. Energies are from ωB97M-V/def2-TZVPD.

Computed properties:
Spin multiplicity: 4
ΔE to the lowest compared entry with this formula, charge and spin (kJ/mol): 0.0
Lowest unoccupied orbital energy (spin up / spin down) (eV): 0.13 / 0.12
Total charge: 0
Largest force on an atom (eV/A): 0.450

Element x y z (Å)
V: 0.688 -2.151 -0.532
C: -4.115 2.028 -3.048
C: -2.931 2.216 -2.122
C: -2.205 3.520 -2.382
O: -2.018 1.111 -2.370
P: -1.280 0.311 -1.227
O: -0.595 -0.861 -1.808
C: -0.141 1.473 -0.459
P: 1.237 0.793 0.483
O: 1.930 -0.267 -0.289
O: 0.697 0.233 1.825
C: 0.184 0.911 3.001
C: 1.039 0.457 4.164
C: -1.271 0.523 3.148
O: 2.122 2.051 0.814
C: 3.520 2.136 0.392
C: 4.377 1.388 1.390
C: 3.850 3.608 0.299
O: -2.307 0.022 -0.080
C: -3.542 -0.762 -0.248
C: -4.310 -0.571 1.040
C: -3.226 -2.210 -0.544
H: -4.825 2.846 -2.917
H: -4.630 1.090 -2.848
H: -3.779 2.026 -4.085
H: -3.254 2.157 -1.078
H: -1.826 3.537 -3.404
H: -1.369 3.661 -1.697
H: -2.890 4.358 -2.254
H: -0.696 2.198 0.144
H: 0.314 2.026 -1.286
H: 0.296 1.989 2.846
H: 0.979 -0.627 4.259
H: 0.684 0.913 5.089
H: 2.080 0.741 4.013
H: -1.347 -0.565 3.178
H: -1.857 0.879 2.302
H: -1.683 0.947 4.064
H: 3.586 1.662 -0.589
H: 4.308 1.856 2.373
H: 5.420 1.408 1.073
H: 4.059 0.349 1.465
H: 3.761 4.079 1.278
H: 3.182 4.113 -0.398
H: 4.874 3.736 -0.053
H: -4.080 -0.303 -1.082
H: -3.762 -1.021 1.868
H: -5.279 -1.063 0.962
H: -4.473 0.486 1.250
H: -2.621 -2.639 0.253
H: -2.678 -2.320 -1.479
H: -4.161 -2.765 -0.632
O: 1.690 -3.160 1.096
S: 0.306 -3.673 1.361
O: -0.516 -2.410 1.292
O: 0.128 -4.463 2.540
S: -0.144 -4.518 -0.445
C: 2.240 -4.498 -3.202
Te: 2.545 -2.480 -2.592
C: 4.113 -2.955 -1.230
H: 1.915 -5.073 -2.339
H: 3.161 -4.896 -3.621
H: 1.464 -4.509 -3.964
H: 5.058 -3.089 -1.750
H: 3.827 -3.854 -0.690
H: 4.177 -2.135 -0.519

Here is C22H23NO7 in the gas phase from the Open Molecules 2025 dataset. Energies are from ωB97M-V/def2-TZVPD.

Computed properties:
SMILES string: COc1ccc([C@H]2C(C(=O)c3ccco3)=C(O)C(=O)N2C[C@H]2CCCO2)cc1OC
ΔE to the lowest compared entry with this formula, charge and spin (kJ/mol): 100.8
Lowest unoccupied orbital energy (eV): -0.05
Total charge: 0
Largest force on an atom (eV/A): 1.484

Element x y z (Å)
C: -3.426 -4.299 0.746
O: -2.871 -3.463 -0.238
C: -1.945 -2.520 0.141
C: -1.593 -2.301 1.466
C: -0.656 -1.348 1.823
C: -0.043 -0.586 0.846
C: 0.989 0.461 1.205
C: 2.267 0.254 0.421
C: 3.015 -0.995 0.564
O: 2.515 -1.998 1.049
C: 4.410 -0.990 0.120
C: 5.239 -2.063 -0.126
C: 6.483 -1.522 -0.495
C: 6.329 -0.165 -0.434
O: 5.091 0.160 -0.066
C: 2.428 1.306 -0.411
O: 3.312 1.577 -1.367
C: 1.357 2.306 -0.148
O: 1.284 3.390 -0.705
N: 0.585 1.800 0.827
C: -0.570 2.475 1.350
C: -1.886 2.039 0.658
C: -2.997 3.064 0.925
C: -2.791 4.082 -0.205
C: -1.934 3.320 -1.235
O: -1.755 2.003 -0.738
C: -0.388 -0.791 -0.479
C: -1.328 -1.742 -0.859
O: -1.531 -1.805 -2.202
C: -2.464 -2.694 -2.772
H: -4.020 -3.733 1.472
H: -4.079 -4.985 0.208
H: -2.655 -4.871 1.272
H: -2.052 -2.885 2.247
H: -0.401 -1.217 2.864
H: 1.175 0.420 2.286
H: 4.964 -3.095 -0.053
H: 7.370 -2.058 -0.765
H: 7.015 0.638 -0.622
H: 3.061 2.446 -1.735
H: -0.646 2.286 2.424
H: -0.409 3.542 1.175
H: -2.145 1.025 0.976
H: -3.968 2.578 0.831
H: -2.920 3.507 1.915
H: -2.265 4.966 0.152
H: -3.740 4.401 -0.632
H: -2.420 3.228 -2.209
H: -0.957 3.799 -1.372
H: 0.063 -0.206 -1.264
H: -3.477 -2.506 -2.410
H: -2.200 -3.736 -2.582
H: -2.420 -2.499 -3.844